No. 1
Formula: C5H11NO
Source: the OMol25 dataset
Level of theory: wB97M-V/def2-TZVPD

The total energy comes out at -327.1281 a.u. The value obtained for the HOMO-LUMO gap is 0.3855 hartree. As for the spin multiplicity: 1. As for the structure (SMILES): CNC(=O)C(C)C.

Geometry (Å):
C: 2.85 0.18 -0.10
N: 1.46 0.12 -0.52
C: 0.43 0.30 0.35
O: 0.61 0.55 1.53
C: -0.96 0.13 -0.26
C: -1.33 -1.36 -0.27
C: -1.98 0.93 0.54
H: 3.43 0.83 -0.76
H: 3.31 -0.81 -0.07
H: 2.85 0.60 0.91
H: 1.26 -0.12 -1.48
H: -0.94 0.49 -1.29
H: -1.32 -1.77 0.75
H: -0.63 -1.95 -0.88
H: -2.33 -1.51 -0.69
H: -2.99 0.79 0.14
H: -1.97 0.61 1.59
H: -1.75 2.00 0.52

Results of the natural (NBO) charge analysis, in e, for atoms 1 through 8: number 1, C, carries -0.4234; number 2, N, carries -0.6188; number 3, C, carries 0.6808; number 4, O, carries -0.6337; number 5, C, carries -0.3057; number 6, C, carries -0.5973; number 7, C, carries -0.5994; number 8, H, carries 0.1959

=====

No. 2
Formula: C4H4LiMgO5
Source: the OMol25 dataset
Level of theory: wB97M-V/def2-TZVPD

The total energy comes out at -738.5984 a.u. The value obtained for the HOMO-LUMO gap (alpha / beta) is 0.0711 / 0.1317 hartree. As for the spin multiplicity: 2.

Geometry (Å):
O: -0.58 -2.03 -0.50
O: -0.85 -0.13 0.62
C: -1.24 1.16 0.12
C: -2.74 1.33 0.40
O: -3.48 0.29 -0.10
C: -0.06 -0.95 -0.12
H: -0.62 1.93 0.61
H: -1.06 1.20 -0.97
H: -3.01 2.32 -0.02
H: -2.85 1.43 1.51
O: 2.11 -0.08 0.33
O: 1.52 -0.30 -1.79
C: 1.23 -0.44 -0.54
Li: -2.63 -1.29 0.00
Mg: 3.34 0.37 -1.21

Results of the natural (NBO) charge analysis, in e, for atoms 1 through 8: number 1, O, carries -0.6688; number 2, O, carries -0.5712; number 3, C, carries -0.1017; number 4, C, carries -0.0542; number 5, O, carries -1.0348; number 6, C, carries 0.6214; number 7, H, carries 0.1668; number 8, H, carries 0.1729

=====

spin multiplicity of number 2 (C4H4LiMgO5)?
2

=====

Which value of spin multiplicity does entry 1 give?
1

=====

Which value of spin multiplicity does entry 1 give?
1